A cluster of 12 separate species, C90H195N9O12 in total at a distorted geometry, computed with ωB97M-V/def2-TZVPD.

CARTESIAN COORDINATES (ANGSTROEM)
C: 2.2984 -6.3462 0.7167
C: 3.5921 -6.4917 1.6119
C: 3.5654 -7.9026 2.1147
C: 4.8963 -6.2553 0.7628
C: 6.1198 -6.0027 1.5540
C: 5.9132 -4.8064 2.5336
C: 4.6944 -5.0042 3.4854
C: 5.0140 -6.0013 4.5913
C: 4.3889 -3.6920 4.1264
N: 3.5453 -5.4630 2.6638
O: 2.3993 -5.5190 3.3927
H: 1.3556 -6.4764 1.2480
H: 2.3899 -5.4177 0.1532
H: 2.3844 -6.9472 -0.1886
H: 3.3890 -8.5304 1.2413
H: 4.4297 -8.2846 2.6578
H: 2.7347 -8.0331 2.8083
H: 5.1046 -7.1652 0.1999
H: 4.6313 -5.5423 -0.0179
H: 6.3294 -6.9419 2.0659
H: 7.0212 -5.7784 0.9837
H: 5.8105 -3.9445 1.8744
H: 6.8546 -4.6824 3.0690
H: 5.3686 -6.9494 4.1869
H: 4.2257 -6.2391 5.3056
H: 5.8230 -5.6757 5.2452
H: 3.5457 -3.8887 4.7885
H: 4.0016 -3.0132 3.3666
H: 5.1654 -3.2945 4.7799
H: 2.5532 -6.2497 3.9961
C: -3.1955 0.8687 -8.0079
C: -2.9572 0.5475 -6.4539
C: -1.6741 1.2525 -6.1131
C: -4.1828 1.1207 -5.6875
C: -4.2410 0.5104 -4.2455
C: -4.2832 -1.0359 -4.3634
C: -3.0836 -1.6725 -5.1039
C: -1.9012 -1.7282 -4.0950
C: -3.5996 -3.0947 -5.4178
N: -2.8984 -0.9386 -6.3740
O: -1.8133 -1.4895 -7.1214
H: -3.4238 1.9094 -8.2379
H: -2.3253 0.5314 -8.5710
H: -4.0289 0.2405 -8.3226
H: -0.8031 0.8811 -6.6530
H: -1.6791 2.2937 -6.4355
H: -1.4564 1.1933 -5.0467
H: -4.2405 2.2079 -5.6341
H: -5.0949 0.7482 -6.1538
H: -3.4924 0.9008 -3.5561
H: -5.2472 0.8046 -3.9472
H: -5.2344 -1.1739 -4.8775
H: -4.5354 -1.5655 -3.4446
H: -2.2294 -2.0339 -3.1016
H: -1.4379 -0.7653 -3.8798
H: -1.1011 -2.4175 -4.3648
H: -4.4876 -3.1226 -6.0494
H: -3.9357 -3.6900 -4.5688
H: -2.8239 -3.5706 -6.0177
H: -2.1271 -1.4625 -8.0283
C: -7.7566 2.3306 1.9238
C: -6.9067 2.2319 0.7047
C: -5.3933 2.1920 1.1447
C: -7.2332 0.8433 0.0783
C: -6.9358 0.6133 -1.3795
C: -7.3913 1.7699 -2.1253
C: -6.8903 3.1892 -1.6437
C: -5.3254 3.3068 -2.0027
C: -7.7086 4.2768 -2.4527
N: -7.2965 3.2995 -0.2269
O: -7.1524 4.5346 0.3094
H: -7.6157 3.3066 2.3881
H: -8.8198 2.3990 1.6935
H: -7.5717 1.5710 2.6834
H: -4.7247 2.9540 0.7442
H: -5.3858 2.3397 2.2246
H: -4.7922 1.2955 0.9927
H: -6.5823 0.0985 0.5363
H: -8.2657 0.5331 0.2391
H: -5.8756 0.5959 -1.6322
H: -7.3459 -0.3399 -1.7131
H: -8.4722 1.6378 -2.1729
H: -7.1299 1.5662 -3.1637
H: -4.7071 2.6694 -1.3705
H: -4.9380 4.3212 -1.9078
H: -5.1547 3.0739 -3.0538
H: -7.5213 4.0961 -3.5112
H: -7.3428 5.2702 -2.1929
H: -8.7631 4.2148 -2.1841
H: -8.0135 4.6401 0.7206
C: -5.0939 5.5839 2.9511
C: -4.1776 6.7204 2.3241
C: -5.1188 7.7240 1.5595
C: -3.4352 7.4908 3.4543
C: -2.2063 6.7758 4.1782
C: -1.1980 6.2850 3.1169
C: -1.8969 5.4845 2.0091
C: -0.9211 5.0824 0.8009
C: -2.2949 4.1071 2.7421
N: -3.1156 6.1440 1.4506
O: -3.6242 5.5975 0.2996
H: -4.8075 4.6206 2.5290
H: -4.9068 5.6003 4.0248
H: -6.1495 5.7857 2.7698
H: -4.6010 8.3920 0.8712
H: -5.6892 7.1633 0.8190
H: -5.6956 8.3713 2.2202
H: -2.9491 8.3181 2.9373
H: -4.1293 7.8351 4.2210
H: -1.7204 7.6130 4.6793
H: -2.3437 5.9000 4.8124
H: -0.5134 5.7113 3.7416
H: -0.6870 7.1363 2.6671
H: -0.2396 4.2738 1.0655
H: -0.5130 5.9626 0.3042
H: -1.4961 4.5639 0.0337
H: -2.6475 3.3776 2.0129
H: -2.9794 4.1460 3.5895
H: -1.4889 3.5412 3.2093
H: -4.2991 5.0040 0.6371
C: -3.1659 -8.7771 1.8569
C: -3.5122 -7.2705 1.8006
C: -4.2418 -6.8690 3.1464
C: -2.1631 -6.4246 1.8547
C: -1.4717 -6.3791 0.5484
C: -2.3810 -5.6857 -0.4515
C: -3.6636 -6.5654 -0.7086
C: -4.4929 -5.5946 -1.5516
C: -3.5010 -7.8713 -1.5287
N: -4.2772 -6.8313 0.5875
O: -5.5013 -7.3783 0.5044
H: -2.9848 -9.1815 2.8527
H: -4.0406 -9.3081 1.4812
H: -2.3209 -9.0747 1.2361
H: -3.6227 -7.1771 3.9889
H: -4.6458 -5.8567 3.1563
H: -5.1474 -7.4345 3.3657
H: -2.1874 -5.3866 2.1862
H: -1.4641 -6.8458 2.5773
H: -0.6425 -5.6721 0.5251
H: -1.1221 -7.3613 0.2303
H: -1.8604 -5.5384 -1.3977
H: -2.5014 -4.7069 0.0128
H: -4.0357 -5.3599 -2.5128
H: -4.7229 -4.6563 -1.0468
H: -5.4018 -6.0974 -1.8821
H: -4.3945 -8.4477 -1.7684
H: -2.7639 -8.5309 -1.0707
H: -3.0844 -7.6285 -2.5063
H: -6.1101 -6.6666 0.7151
C: 2.2571 3.9377 5.2892
C: 1.7120 2.7232 6.1117
C: 0.2949 2.8946 6.5872
C: 1.6367 1.4418 5.2227
C: 3.0288 0.7595 5.0557
C: 3.5027 0.2873 6.3727
C: 3.8190 1.5348 7.3326
C: 4.0678 0.9318 8.7565
C: 5.0911 2.1592 6.8188
N: 2.5740 2.4533 7.3496
O: 2.8044 3.5416 8.1386
H: 3.3183 3.8293 5.0648
H: 1.6066 4.0045 4.4172
H: 2.2351 4.8786 5.8392
H: 0.1780 3.7241 7.2845
H: -0.3172 3.0691 5.7023
H: -0.1432 2.0700 7.1495
H: 0.8953 0.7406 5.6057
H: 1.3464 1.7507 4.2185
H: 2.8640 -0.1521 4.4814
H: 3.6342 1.4804 4.5062
H: 4.4157 -0.2535 6.1233
H: 2.7952 -0.4782 6.6914
H: 4.2873 1.7160 9.4810
H: 4.8174 0.1406 8.7724
H: 3.1800 0.4579 9.1750
H: 5.8821 1.4095 6.8363
H: 5.4795 2.9792 7.4228
H: 5.0169 2.5006 5.7862
H: 2.2456 3.4048 8.9072
C: 1.3305 5.6701 -3.6153
C: 0.5318 4.6496 -4.5082
C: 1.4918 3.6030 -5.0105
C: -0.4674 3.9217 -3.5148
C: -1.8031 4.5833 -3.2472
C: -2.3731 5.1161 -4.5450
C: -1.5371 5.8624 -5.5280
C: -2.3215 5.9059 -6.8538
C: -1.3481 7.3864 -5.1275
N: -0.2254 5.1539 -5.6628
O: 0.6317 5.6886 -6.6623
H: 1.8322 5.1710 -2.7863
H: 1.9319 6.3407 -4.2290
H: 0.7014 6.4380 -3.1653
H: 1.0143 2.7989 -5.5704
H: 2.2577 4.0166 -5.6665
H: 2.1261 3.2139 -4.2140
H: -0.7375 2.9435 -3.9127
H: -0.0274 3.7726 -2.5287
H: -2.4298 3.9067 -2.6662
H: -1.6770 5.5022 -2.6747
H: -3.2027 5.7573 -4.2471
H: -2.8241 4.2515 -5.0320
H: -1.7334 6.4525 -7.5910
H: -3.2658 6.4098 -6.6474
H: -2.4416 4.9607 -7.3832
H: -0.6551 7.9638 -5.7395
H: -1.0692 7.4063 -4.0740
H: -2.2891 7.9076 -5.3035
H: 0.4663 5.1087 -7.4093
C: -0.9993 0.4745 1.4498
C: -0.2561 0.4604 0.0404
C: -0.9555 1.2413 -1.0893
C: 1.0993 1.1155 0.2428
C: 2.2633 0.4009 0.9381
C: 2.4360 -0.9505 0.1544
C: 1.1102 -1.7819 0.0483
C: 1.5109 -2.8519 -0.9760
C: 0.9430 -2.4609 1.4730
N: -0.0412 -0.9845 -0.3750
O: -1.2572 -1.6484 -0.4630
H: -0.7405 -0.2562 2.2161
H: -1.0707 1.4635 1.9025
H: -2.0363 0.2528 1.1976
H: -1.2861 2.2263 -0.7598
H: -0.4177 1.2897 -2.0362
H: -1.8682 0.7068 -1.3527
H: 1.5484 1.5389 -0.6556
H: 0.8989 2.0460 0.7740
H: 3.1449 1.0409 0.9744
H: 2.0272 0.1885 1.9808
H: 3.3286 -1.5164 0.4213
H: 2.5857 -0.5656 -0.8543
H: 0.8718 -3.7258 -0.8499
H: 2.5338 -3.1505 -0.7465
H: 1.4546 -2.5596 -2.0246
H: -0.0505 -2.8195 1.7420
H: 1.1305 -1.7471 2.2751
H: 1.5516 -3.3567 1.5968
H: -1.3977 -1.6038 -1.4116
C: 8.9050 -0.9771 0.9320
C: 7.7226 0.0799 0.7577
C: 7.3245 0.0196 -0.7769
C: 6.4700 -0.4473 1.4489
C: 6.5194 -0.4472 2.9929
C: 6.9336 0.9503 3.4508
C: 8.1794 1.5837 2.6768
C: 8.1717 3.0883 3.0792
C: 9.5120 0.9212 3.1654
N: 8.0609 1.4466 1.2327
O: 9.1598 1.9230 0.5168
H: 9.2176 -1.6347 0.1208
H: 9.8748 -0.5131 1.1118
H: 8.6981 -1.6872 1.7326
H: 6.4069 0.5951 -0.8982
H: 8.0745 0.4950 -1.4089
H: 7.2577 -1.0147 -1.1144
H: 5.6381 0.1693 1.1085
H: 6.2112 -1.4801 1.2155
H: 5.5873 -0.8646 3.3737
H: 7.3033 -1.0623 3.4347
H: 7.1014 0.9899 4.5270
H: 6.0716 1.5822 3.2367
H: 8.7860 3.6924 2.4116
H: 8.4474 3.1982 4.1280
H: 7.2216 3.6212 3.0412
H: 10.3459 1.1086 2.4889
H: 9.4381 -0.1473 3.3677
H: 9.7694 1.3429 4.1370
H: 8.7523 2.2282 -0.2971
C: -3.6195 -2.4535 2.3364
C: -4.9436 -2.2402 1.5739
C: -4.8147 -1.9741 0.0726
O: -5.5585 -3.5411 1.5369
H: -3.0205 -1.5432 2.3622
H: -3.0341 -3.2119 1.8165
H: -3.6917 -2.7057 3.3944
H: -5.6465 -1.5484 2.0381
H: -4.0257 -2.5148 -0.4501
H: -4.4350 -0.9602 -0.0541
H: -5.7388 -2.0146 -0.5040
H: -4.8515 -4.1890 1.5819
C: 1.8864 -0.8761 -6.8972
C: 2.6152 -0.8716 -5.5707
C: 1.8516 -0.1500 -4.4729
O: 2.7601 -2.1246 -5.0916
H: 2.5961 -1.3452 -7.5786
H: 1.7242 0.1426 -7.2493
H: 0.9728 -1.4677 -6.9564
H: 3.5425 -0.3189 -5.7216
H: 0.8518 -0.5484 -4.3003
H: 1.6435 0.8675 -4.8037
H: 2.3836 0.0071 -3.5346
H: 2.0114 -2.6330 -5.4119
C: 6.2626 -3.5382 -4.3251
C: 5.2155 -3.1590 -3.2038
C: 5.7765 -3.4861 -1.8144
O: 5.0003 -1.7437 -3.2778
H: 5.9642 -3.0297 -5.2419
H: 6.3419 -4.6250 -4.3519
H: 7.2488 -3.1348 -4.0957
H: 4.3377 -3.7890 -3.3470
H: 5.9016 -4.5609 -1.6829
H: 5.1745 -3.2643 -0.9333
H: 6.7810 -3.0817 -1.6895
H: 4.2640 -1.6757 -3.8901

Atomic forces in eV per Å
1.8 0.7 -0.6
0.4 0.5 -0.5
-0.2 -1.0 0.6
-1.7 -0.7 -1.1
0.3 1.0 1.5
0.1 -1.6 -0.6
1.1 -0.8 -0.9
1.0 -0.9 0.3
-1.7 0.3 0.5
1.4 1.6 -1.6
-1.1 -0.2 0.8
0.3 0.1 -0.2
-0.5 0.8 0.8
-0.1 -1.2 0.4
0.0 -0.3 0.2
0.3 0.3 -0.2
-0.3 -0.2 -0.1
-0.4 -0.3 -0.1
0.3 0.6 0.2
0.2 0.1 0.4
-0.2 -0.1 -0.4
-0.4 0.3 0.3
-0.2 0.2 0.4
-0.1 -0.1 -0.1
-0.5 0.2 -0.3
0.2 0.4 -0.1
-0.2 0.3 0.2
0.4 0.4 0.1
0.3 0.0 -0.5
-0.5 -0.4 0.6
-0.1 -1.2 1.1
-0.3 0.9 -2.3
0.8 0.3 0.5
0.9 -1.9 1.2
-0.6 -0.3 -0.8
-0.5 1.5 -0.4
-1.4 -0.1 0.9
0.3 0.2 -0.1
0.6 -0.1 -1.0
-1.0 -0.1 0.5
0.2 0.4 0.7
0.2 0.0 0.3
0.1 0.3 -0.1
-0.2 0.1 -0.1
-0.1 -0.6 0.0
-0.4 0.3 0.4
0.1 0.2 0.1
0.4 0.0 -0.3
0.0 0.1 -0.3
0.0 0.1 0.0
0.2 0.1 0.8
0.2 -0.4 -0.8
0.8 0.2 0.4
-0.5 -0.4 -0.1
0.0 0.3 -0.5
0.0 0.0 -0.3
0.0 0.7 -0.2
0.7 0.1 0.4
0.0 -0.6 0.3
-0.2 -0.2 -0.1
-0.9 1.4 1.1
1.2 -1.6 -1.3
0.2 0.7 0.6
0.6 -0.9 0.1
1.6 0.2 0.6
-1.4 1.1 -1.8
-0.2 -0.2 -0.9
-1.1 0.3 0.5
1.2 -0.8 0.9
-0.2 -3.2 -1.6
0.6 1.8 0.8
0.5 0.0 0.4
-0.1 -0.7 -0.3
0.0 -0.1 -0.2
-0.5 0.4 -0.2
0.2 0.1 0.1
-0.6 -0.5 -0.4
-0.4 0.0 0.9
-0.1 0.3 0.2
0.6 -0.6 0.7
-0.2 0.1 -0.1
-0.5 1.1 0.3
0.3 0.7 -0.4
-0.1 -0.1 -0.2
-0.2 0.2 0.4
-0.2 -0.3 0.0
-0.3 0.1 0.0
0.0 0.0 -0.1
0.0 -0.1 -0.2
0.0 0.7 0.1
0.7 0.9 -0.3
0.0 -0.3 0.7
1.3 -0.6 -0.9
1.0 -1.2 0.1
-0.4 0.8 -2.0
-0.9 1.1 -0.2
-0.1 -3.0 0.3
-1.8 0.0 0.6
0.4 -0.4 -0.5
1.4 2.7 1.3
-0.3 -0.6 -0.2
-0.3 0.0 0.2
-0.1 -0.4 0.0
0.0 -0.1 0.0
0.7 0.2 0.4
-0.7 -0.1 0.5
-0.2 -0.5 0.1
-0.2 0.4 0.2
-0.2 0.2 -0.2
0.0 -0.4 0.7
-0.8 0.5 0.4
0.5 -0.4 -0.9
0.2 0.1 0.0
0.6 0.6 0.5
0.4 -0.1 0.3
-0.5 0.3 -0.1
-0.6 0.1 -0.1
-0.4 0.5 -0.4
0.9 0.5 -0.2
-0.6 -0.7 -0.4
-0.7 -0.1 -0.5
1.0 1.5 1.0
-0.8 -1.1 -1.0
0.1 -0.7 0.5
0.6 0.7 -1.5
0.3 -2.5 -0.1
0.1 1.2 -0.4
-1.3 -0.6 -0.4
1.4 0.4 -0.3
2.4 2.1 1.7
-1.9 -1.4 -0.2
0.1 0.4 0.2
-0.1 -0.2 -0.1
0.0 0.2 -0.1
0.4 0.7 0.0
0.8 0.3 0.1
-0.2 -0.5 -0.6
-1.1 0.1 0.2
-0.3 -0.5 0.3
0.7 -0.4 0.7
0.0 0.0 -0.2
-0.1 0.0 -0.1
-1.0 0.1 -0.4
0.6 0.0 0.2
-0.1 -0.1 0.1
-0.5 0.2 0.3
-0.3 0.4 0.6
-0.1 -0.2 0.2
0.1 0.2 -0.1
-0.3 0.1 0.0
-0.5 -0.6 0.8
1.6 -0.7 0.8
-0.7 1.1 0.4
1.7 0.3 -0.2
-2.6 0.4 -0.7
1.2 1.3 0.4
-1.7 -1.7 -0.1
-0.9 0.7 -0.1
0.7 0.4 -0.1
0.3 -3.6 -1.4
0.3 1.6 0.4
-0.2 -0.4 -0.5
0.4 0.3 -0.3
-0.4 -0.1 0.2
0.1 0.5 -0.2
-0.3 0.2 0.1
0.5 -0.5 -0.3
0.1 0.0 0.1
-0.4 0.1 0.0
0.2 0.2 -0.7
0.5 -0.3 0.1
0.5 0.0 0.7
-0.1 0.4 0.8
0.5 0.0 -0.1
0.3 0.3 -0.3
-0.4 0.0 -0.4
0.0 -0.2 0.0
-0.4 0.2 0.1
-0.1 0.1 0.0
-0.1 0.1 0.2
-1.0 0.9 -0.9
-0.7 0.1 1.8
1.2 -0.1 -0.4
-0.2 -0.1 -0.4
1.4 1.8 -0.4
-2.0 -1.3 0.9
1.9 1.5 -0.7
1.1 -0.1 -0.4
-0.4 -1.0 0.1
-1.0 -0.7 0.0
-0.4 0.5 0.5
0.4 0.0 -0.4
0.8 -0.6 -0.1
-0.6 -0.4 0.3
-0.2 0.0 0.2
-0.2 0.4 -0.3
-0.5 -0.3 0.4
0.4 -0.2 -0.2
0.6 -0.2 -0.2
-0.4 0.1 -0.3
0.3 -0.2 0.8
-0.3 0.2 -0.3
-0.1 0.0 -0.5
-0.1 0.6 0.1
0.0 -0.2 -0.3
-0.4 -0.5 0.6
0.5 -0.6 0.0
0.0 0.4 0.0
-0.2 -0.1 0.5
0.1 -0.1 -0.1
-1.3 0.4 -1.5
1.5 -1.6 1.3
-1.1 -1.0 0.5
1.3 1.5 0.4
-1.1 -1.7 0.1
-1.0 2.6 -0.4
1.1 -0.7 1.8
-0.8 -0.6 0.2
-0.6 0.1 -0.3
1.5 2.6 -0.7
-0.2 -0.6 0.2
0.7 0.0 -0.4
0.4 0.2 -0.1
-0.3 -0.2 0.1
0.3 0.2 0.0
0.6 0.1 0.4
-0.4 0.0 0.1
-0.3 -0.5 -0.7
-0.2 0.1 0.4
0.1 -0.1 -0.4
-0.1 0.0 0.2
-0.4 -0.3 0.2
0.4 -0.3 -0.4
-0.1 -0.2 -0.1
0.0 -0.2 -0.1
0.0 0.4 0.1
-0.5 0.0 -0.7
0.5 0.0 0.0
0.5 0.2 -0.1
-0.4 -0.3 -0.1
0.5 0.2 0.3
0.9 -2.1 -1.5
0.7 1.2 1.0
-0.1 -0.2 1.6
1.3 0.6 -0.3
-0.6 0.4 -1.1
0.4 0.0 1.3
0.0 0.1 -0.3
-0.3 0.5 0.9
-2.9 -1.4 -0.6
0.9 0.1 0.3
-1.0 0.2 -0.8
-0.3 0.3 0.4
0.0 0.2 0.3
-0.2 -0.3 -0.3
0.2 0.0 0.0
-0.4 0.2 0.2
-0.2 0.1 0.2
0.4 0.0 -0.8
-0.2 0.5 0.3
0.1 -0.8 -0.6
0.3 0.1 0.0
0.0 0.5 0.1
0.6 -0.2 0.3
0.5 0.0 -0.1
-0.5 -0.7 -0.3
-0.2 0.0 0.0
-0.2 0.0 -0.4
0.1 0.2 0.0
0.0 0.3 0.0
0.1 1.4 -0.3
0.4 -2.3 -1.1
1.3 2.2 0.0
-1.1 -0.4 1.0
0.1 0.1 -0.3
0.1 0.0 0.0
-0.6 -0.3 -0.1
0.1 0.0 0.1
-0.1 -0.7 0.4
-0.1 0.6 -0.1
-0.1 -0.3 0.4
0.1 -0.3 -0.1
0.9 0.1 -0.6
-2.1 2.8 0.5
-0.6 2.0 -0.4
1.4 -3.3 0.3
-0.1 0.0 -0.4
-0.2 -0.1 0.0
-0.3 0.2 0.4
0.5 -0.5 0.1
0.1 -0.5 0.1
0.0 0.2 -0.1
0.2 -0.6 0.0
0.0 -0.3 0.2
-0.7 0.4 1.3
2.1 0.1 0.2
0.4 -0.7 0.0
-0.5 -0.8 0.2
-0.2 -0.6 -0.2
0.0 0.0 -0.6
0.0 0.0 0.3
-0.5 0.5 -0.2
0.1 -0.3 -0.5
-0.3 0.7 -0.3
-0.1 0.3 0.0
-0.2 0.3 -0.1

Properties
- 2S+1 = 1
- relative energy (zero: lowest compared OMol25 entry of this formula, charge and spin) (kcal/mol) = 152.4
- SMILES string = CC1(C)CCCC(C)(C)N1O.CC1(C)CCCC(C)(C)N1O.CC1(C)CCCC(C)(C)N1O.CC1(C)CCCC(C)(C)N1O.CC1(C)CCCC(C)(C)N1O.CC1(C)CCCC(C)(C)N1O.CC1(C)CCCC(C)(C)N1O.CC1(C)CCCC(C)(C)N1O.CC1(C)CCCC(C)(C)N1O.CC(C)O.CC(C)O.CC(C)O
- calculated total energy (eV) = -134456.718

Results of the Löwdin charge analysis, in e, for atoms 1 through 99:
1. C -0.017
2. C -0.472
3. C -0.050
4. C -0.144
5. C -0.181
6. C -0.098
7. C -0.511
8. C -0.031
9. C -0.048
10. N -0.127
11. O -0.012
12. H 0.069
13. H 0.055
14. H 0.087
15. H 0.090
16. H 0.075
17. H 0.082
18. H 0.120
19. H 0.093
20. H 0.104
21. H 0.113
22. H 0.104
23. H 0.118
24. H 0.070
25. H 0.084
26. H 0.089
27. H 0.080
28. H 0.084
29. H 0.094
30. H 0.082
31. C -0.026
32. C -0.470
33. C -0.046
34. C -0.104
35. C -0.162
36. C -0.140
37. C -0.468
38. C -0.009
39. C -0.035
40. N -0.079
41. O -0.021
42. H 0.080
43. H 0.068
44. H 0.080
45. H 0.073
46. H 0.078
47. H 0.063
48. H 0.110
49. H 0.116
50. H 0.098
51. H 0.073
52. H 0.115
53. H 0.113
54. H 0.064
55. H 0.057
56. H 0.083
57. H 0.084
58. H 0.074
59. H 0.076
60. H 0.090
61. C -0.054
62. C -0.460
63. C -0.007
64. C -0.121
65. C -0.235
66. C -0.179
67. C -0.394
68. C -0.006
69. C -0.021
70. N -0.143
71. O -0.006
72. H 0.074
73. H 0.094
74. H 0.100
75. H 0.044
76. H 0.073
77. H 0.068
78. H 0.084
79. H 0.126
80. H 0.096
81. H 0.127
82. H 0.124
83. H 0.104
84. H 0.060
85. H 0.069
86. H 0.064
87. H 0.079
88. H 0.071
89. H 0.082
90. H 0.110
91. C -0.014
92. C -0.446
93. C -0.030
94. C -0.116
95. C -0.158
96. C -0.157
97. C -0.399
98. C -0.005
99. C -0.041